# 1
{
  "formula": "C3H5N3",
  "method": "ωB97M-V/def2-TZVPD",
  "e_lumo_ev": [0.47, 0.47],
  "homo_ha": [-0.2589, -0.2589],
  "relative_energy_kj_mol": 666.14,
  "spin_multiplicity": 1,
  "total_charge": 0,
  "symbols": ["N", "N", "N", "C", "C", "C", "H", "H", "H", "H", "H"],
  "positions_angstrom": [[1.770, -0.089, 0.204], [-1.867, -0.624, -0.002], [1.985, 1.062, 0.600], [-0.678, 0.085, -0.027], [0.604, -0.490, -0.451], [-0.206, 1.287, -0.014], [2.411, -0.864, 0.438], [-1.781, -1.525, 0.451], [-2.666, -0.097, 0.323], [0.704, -1.093, -1.351], [-0.276, 2.347, -0.170]],
  "forces_ev_per_angstrom": [[0.0, 0.2, 0.0], [0.0, 0.1, 0.1], [-0.2, -0.4, -0.2], [0.2, 0.3, 0.0], [0.2, -0.1, -0.1], [-0.2, 0.0, 0.1], [0.0, 0.1, 0.0], [0.0, 0.1, -0.1], [0.1, -0.1, -0.1], [0.0, 0.1, 0.1], [0.0, -0.2, 0.0]]
}

=====

# 2
{
  "formula": "C3H5N3",
  "method": "ωB97M-V/def2-TZVPD",
  "e_lumo_ev": -0.57,
  "homo_ha": -0.3285,
  "smiles": "[H]/N=C(/C#C)NN",
  "relative_energy_kj_mol": 650.89,
  "spin_multiplicity": 1,
  "total_charge": 0,
  "symbols": ["N", "N", "N", "C", "C", "C", "H", "H", "H", "H", "H"],
  "positions_angstrom": [[-0.791, 0.897, -0.331], [0.463, 1.503, 0.312], [-1.790, -1.391, 0.271], [-0.821, -0.492, -0.328], [1.831, -1.155, 0.087], [0.548, -1.051, -0.298], [1.116, 1.796, -0.472], [-1.473, 1.714, -0.317], [0.756, 0.663, 0.974], [2.802, -1.711, -0.241], [-2.640, -0.772, 0.342]],
  "forces_ev_per_angstrom": [[1.7, 2.3, 0.2], [-1.4, -1.9, -0.1], [2.7, 4.7, -3.7], [-2.7, -2.8, 4.8], [-6.2, -1.4, -4.1], [7.3, -0.4, 2.2], [-0.7, -1.3, 1.5], [0.5, -2.7, 0.0], [0.2, 2.9, -2.1], [-2.0, 1.4, 1.1], [0.7, -0.7, 0.2]]
}